Entry 1:
{"formula": "C38H59F2GaNO27", "method": "ωB97M-V/def2-TZVPD", "orbital_gap_ev": 7.304, "e_tot_ev": -154950.7048, "fmax_ev_per_a": 0.7, "charge": -1, "species": ["C", "C", "C", "O", "O", "C", "C", "Ga", "F", "C", "C", "N", "C", "C", "C", "C", "O", "C", "C", "C", "F", "H", "H", "H", "H", "H", "H", "H", "H", "H", "H", "H", "H", "H", "H", "H", "H", "H", "H", "H", "H", "H", "H", "H", "H", "H", "H", "H", "C", "C", "O", "C", "O", "O", "H", "H", "H", "H", "C", "C", "O", "C", "O", "O", "H", "H", "H", "H", "C", "C", "O", "C", "O", "O", "H", "H", "H", "H", "C", "C", "O", "C", "O", "O", "H", "H", "H", "H", "C", "C", "O", "C", "O", "O", "H", "H", "H", "H", "C", "C", "O", "C", "O", "O", "H", "H", "H", "H", "C", "C", "O", "C", "O", "O", "H", "H", "H", "H", "C", "C", "O", "C", "O", "O", "H", "H", "H", "H"], "coordinates": [[-1.8611, -4.8579, -6.1152], [-0.9124, -4.1248, -5.1614], [-1.4263, -3.8538, -3.7691], [-0.6679, -3.7040, -2.8262], [-2.7566, -3.7958, -3.6465], [-3.2355, -2.5308, -3.0620], [-3.2460, -1.3828, -4.0546], [-2.4645, 0.3105, -3.2493], [-3.7605, 1.0765, -2.2009], [-0.8928, -0.1179, -2.0201], [0.3632, -0.3676, -2.8336], [1.6457, -0.2606, -2.0939], [2.7802, -0.3927, -3.0237], [3.1210, -1.8651, -3.2644], [1.7595, 1.0025, -1.4172], [1.4843, 2.2663, -2.1921], [2.1121, 1.0431, -0.2566], [-1.9698, 1.6589, -4.6955], [-1.7684, 1.0123, -6.0576], [-0.9229, 1.8230, -7.0354], [-3.0175, 0.7601, -6.6684], [-2.9004, -4.5942, -5.9292], [-1.6339, -4.5765, -7.1466], [-1.7049, -5.9346, -6.0427], [-0.6345, -3.1525, -5.5870], [0.0193, -4.6880, -5.0508], [-2.5842, -2.3341, -2.2063], [-4.2277, -2.7486, -2.6648], [-2.7199, -1.6876, -4.9675], [-4.2749, -1.1733, -4.3625], [-1.1274, -0.9999, -1.4183], [-0.8075, 0.7301, -1.3327], [0.3933, 0.2594, -3.7420], [0.3241, -1.4050, -3.1884], [2.5860, 0.1310, -3.9711], [3.6487, 0.0945, -2.5668], [2.2393, -2.4990, -3.1689], [3.5507, -1.9977, -4.2632], [3.8827, -2.1976, -2.5539], [0.5054, 2.2336, -2.6748], [2.2494, 2.4579, -2.9470], [1.4727, 3.0926, -1.4842], [-0.9959, 2.0900, -4.4272], [-2.7029, 2.4659, -4.7765], [-1.2705, 0.0403, -5.9169], [-1.1553, 1.5276, -8.0641], [0.1405, 1.6220, -6.8752], [-1.1164, 2.8939, -6.9373], [0.6088, 4.9021, 1.9258], [2.1186, 4.9809, 1.8495], [2.3606, 4.9390, 0.4393], [1.2426, 5.3536, -0.1967], [1.1726, 5.5340, -1.3711], [0.2184, 5.4796, 0.6673], [0.1854, 5.4534, 2.7555], [0.2506, 3.8727, 1.9574], [2.5176, 5.9152, 2.2415], [2.6134, 4.1497, 2.3416], [-0.4773, -5.3745, -0.3281], [0.7489, -4.5539, 0.0086], [1.0708, -5.0398, 1.3287], [0.5563, -6.2746, 1.4685], [0.7973, -7.0097, 2.3782], [-0.2677, -6.5730, 0.4465], [-0.5633, -5.6133, -1.3816], [-1.3998, -4.8983, 0.0028], [1.5906, -4.7629, -0.6526], [0.5669, -3.4847, 0.0295], [1.1842, -7.2002, -3.0955], [0.1080, -8.2715, -3.0910], [-0.4322, -8.1579, -4.4113], [0.4992, -7.5932, -5.2153], [0.4003, -7.4755, -6.3914], [1.5424, -7.1412, -4.4792], [2.0557, -7.4507, -2.4973], [0.8022, -6.2226, -2.7937], [0.5208, -9.2740, -2.9660], [-0.6738, -8.1057, -2.3550], [1.3421, 9.5176, 2.3641], [2.4690, 9.8203, 3.3367], [2.2174, 8.8822, 4.3919], [1.5072, 7.8528, 3.8835], [1.2921, 6.8257, 4.4427], [1.0820, 8.1373, 2.6361], [1.6121, 9.6428, 1.3198], [0.4388, 10.0903, 2.5791], [3.4521, 9.6107, 2.9133], [2.4499, 10.8322, 3.7308], [-1.5166, -5.8387, 4.1582], [-0.4262, -5.7780, 5.2075], [-1.1168, -5.1910, 6.3204], [-2.4413, -5.4255, 6.1801], [-3.2582, -5.2159, 7.0167], [-2.7032, -5.9388, 4.9568], [-1.4318, -6.6969, 3.5006], [-1.5723, -4.9232, 3.5651], [-0.0729, -6.7691, 5.4938], [0.4209, -5.1620, 4.9231], [6.1924, 1.7031, 1.9334], [4.9429, 2.2812, 1.2953], [5.0366, 3.6622, 1.6711], [6.3265, 3.9631, 1.9216], [6.7505, 5.0590, 2.0967], [7.0742, 2.8332, 1.9537], [6.6412, 0.8947, 1.3635], [6.0229, 1.3750, 2.9604], [4.9550, 2.2157, 0.2074], [4.0143, 1.8558, 1.6647], [-0.4575, 3.9281, 5.9333], [-0.6105, 2.5547, 6.5564], [-1.4489, 1.8867, 5.6069], [-1.3266, 2.5020, 4.4120], [-1.7818, 2.0963, 3.3917], [-0.6252, 3.6498, 4.5374], [0.5071, 4.3961, 6.1086], [-1.2535, 4.6064, 6.2428], [0.3363, 2.0155, 6.6280], [-1.0965, 2.5790, 7.5258], [-6.0385, 2.2204, 5.3130], [-5.0155, 3.0350, 4.5397], [-4.1393, 3.4740, 5.5901], [-4.2414, 2.6102, 6.6216], [-3.5053, 2.5872, 7.5572], [-5.2755, 1.7656, 6.4392], [-6.4251, 1.3680, 4.7626], [-6.8684, 2.8278, 5.6783], [-4.4380, 2.4342, 3.8363], [-5.4348, 3.8948, 4.0258]]}

---

Entry 2:
{"formula": "C38H59N4O6PRuSe", "method": "ωB97M-V/def2-TZVPD", "de_lowest_kcal_mol": 0.0, "orbital_gap_ev": [5.965, 6.866], "spin_multiplicity": 6, "e_tot_ev": -135828.5234, "fmax_ev_per_a": 0.4, "s_squared": 8.762, "charge": -1, "species": ["Ru", "O", "C", "C", "N", "C", "C", "O", "O", "C", "C", "O", "O", "H", "H", "H", "H", "H", "H", "H", "H", "H", "C", "N", "N", "C", "O", "C", "C", "C", "C", "C", "C", "C", "C", "C", "H", "H", "H", "H", "H", "H", "H", "H", "H", "H", "H", "H", "C", "C", "C", "C", "P", "N", "C", "C", "C", "C", "C", "C", "C", "C", "H", "H", "H", "H", "H", "H", "H", "H", "H", "H", "H", "H", "H", "H", "H", "H", "H", "H", "H", "H", "H", "H", "H", "H", "H", "H", "H", "C", "C", "C", "C", "C", "C", "Se", "C", "C", "C", "H", "H", "H", "H", "H", "H", "H", "H", "H", "H", "H"], "coordinates": [[0.2769, -0.6152, -0.5492], [2.1057, 1.3757, -0.7754], [2.7264, 1.3598, 0.4998], [1.6670, 1.8790, 1.4452], [0.5097, 0.9835, 1.4939], [-0.7531, 1.7246, 1.5265], [-1.3478, 1.9817, 0.1348], [-2.1109, 2.9330, -0.0006], [-1.0371, 1.1248, -0.7574], [0.6040, 0.0231, 2.5845], [-0.4620, -1.0808, 2.4749], [-0.7442, -1.7025, 3.4987], [-0.9519, -1.2643, 1.3125], [2.6703, 1.0080, -1.4651], [3.6045, 2.0156, 0.5220], [3.0204, 0.3419, 0.7671], [1.3415, 2.8491, 1.0653], [2.0823, 2.0337, 2.4509], [-0.6531, 2.6725, 2.0649], [-1.4991, 1.1283, 2.0535], [0.5192, 0.5008, 3.5697], [1.5814, -0.4575, 2.5249], [-5.9761, -0.9622, -0.2191], [-5.0312, -1.2350, -1.3003], [-3.8765, -1.8865, -0.8533], [-2.7499, -1.3191, -1.4201], [-1.6252, -1.8194, -1.2994], [-3.2291, -0.1755, -2.1561], [-4.5648, -0.1424, -2.0324], [-5.5140, 0.8936, -2.5187], [-3.9658, -3.1995, -0.3291], [-4.9311, -4.0758, -0.8124], [-5.0110, -5.3569, -0.2869], [-4.1256, -5.7612, 0.7017], [-3.1643, -4.8757, 1.1714], [-3.0776, -3.5859, 0.6684], [-6.1781, -1.8917, 0.3092], [-6.9062, -0.6020, -0.6537], [-5.5797, -0.2230, 0.4837], [-2.6004, 0.5158, -2.6828], [-4.9755, 1.5951, -3.1520], [-5.9387, 1.4531, -1.6825], [-6.3314, 0.4518, -3.0913], [-5.6020, -3.7478, -1.5962], [-5.7625, -6.0427, -0.6582], [-4.1886, -6.7627, 1.1092], [-2.4786, -5.1767, 1.9532], [-2.3445, -2.8772, 1.0396], [4.6000, -2.3591, 1.5082], [3.4928, -3.4231, 1.4810], [4.1396, -4.7925, 1.7236], [2.5569, -3.1184, 2.6727], [2.5082, -3.2012, -0.1310], [1.7221, -1.8522, -0.0709], [1.3819, -4.6994, -0.3242], [2.0859, -6.0225, -0.6473], [0.5888, -4.8698, 0.9799], [0.3501, -4.4201, -1.4257], [3.7098, -3.1868, -1.5845], [2.9333, -3.4844, -2.8778], [4.8904, -4.1599, -1.5039], [4.2425, -1.7530, -1.7423], [5.0578, -2.3660, 2.5012], [4.1947, -1.3644, 1.3316], [5.3900, -2.5477, 0.7832], [4.7506, -4.7234, 2.6297], [4.7874, -5.1226, 0.9140], [3.3914, -5.5635, 1.9040], [3.1054, -2.5651, 3.4393], [2.1831, -4.0260, 3.1399], [1.6974, -2.5257, 2.3843], [2.7988, -6.3352, 0.1152], [2.6007, -5.9929, -1.6060], [1.3192, -6.8005, -0.7189], [1.2064, -5.2272, 1.7995], [-0.1871, -5.6197, 0.8045], [0.0973, -3.9421, 1.2801], [0.7356, -4.6292, -2.4229], [-0.0121, -3.3962, -1.3991], [-0.5158, -5.0680, -1.2609], [2.6519, -4.5334, -2.9607], [3.5873, -3.2548, -3.7242], [2.0473, -2.8538, -2.9747], [4.5721, -5.1954, -1.3797], [5.5882, -3.9183, -0.7028], [5.4446, -4.0989, -2.4457], [3.4053, -1.0608, -1.8226], [4.8188, -1.7011, -2.6702], [4.8873, -1.4352, -0.9266], [-4.2573, 0.3573, -6.6619], [-3.0137, 0.1993, -5.8276], [-2.3341, 1.3021, -5.3312], [-1.1847, 1.1733, -4.5555], [-0.5326, 2.4033, -3.9900], [-0.6818, -0.1068, -4.2746], [0.9031, -0.2859, -3.2251], [-1.3668, -1.2352, -4.7585], [-0.8928, -2.6284, -4.4606], [-2.5128, -1.0605, -5.5261], [-4.5806, 1.3987, -6.6877], [-5.0803, -0.2403, -6.2632], [-4.0927, 0.0351, -7.6932], [-2.7160, 2.2985, -5.5360], [-1.1375, 3.2881, -4.1960], [0.4635, 2.5481, -4.4153], [-0.3970, 2.3036, -2.9108], [-0.5904, -2.7075, -3.4211], [-0.0213, -2.8828, -5.0711], [-1.6829, -3.3556, -4.6595], [-3.0367, -1.9420, -5.8857]]}

---

- Which value of charge does entry 2 give?
  -1